# 1
Entry from OMol25: a molecular structure, C40H83AsCuF12NO19 (ωB97M-V/def2-TZVPD).

## Properties
LUMO (spin up / spin down) (eV): -4.409 / -8.782
Multiplicity: 2
Charge: +1
E_HOMO (spin up / spin down) (eV): -10.21 / -10.21
⟨S²⟩: 0.754
ΔE to the lowest compared entry with this formula, charge and spin (eV): 11.3900

Each line ends with the Mulliken spin population.
CARTESIAN COORDINATES (ANGSTROEM)
Cu: -0.2376 -7.4194 -20.6740  0.00
As: 0.0874 -14.1489 -18.9568  0.00
F: 1.4215 -13.7025 -17.8605  0.00
F: -1.1462 -13.6078 -17.6901  0.00
F: -1.1846 -14.3793 -20.1649  0.00
F: 1.2942 -14.5587 -20.1684  0.00
F: -0.1840 -15.8736 -18.4915  0.00
F: 0.1555 -12.4187 -19.5636  0.00
C: 0.2425 -16.4332 -11.5269  0.00
C: -0.5941 -17.3916 -10.7918  0.00
N: -1.2346 -18.1270 -10.2105  0.00
H: 1.2831 -16.5119 -11.2124  0.00
H: -0.1785 -15.4335 -11.4200  0.00
H: 0.0203 -16.4943 -12.5923  0.00
C: -1.3181 -9.8394 -23.1965  0.00
O: -1.9467 -8.9489 -22.2677  0.00
C: -3.4547 -9.0405 -22.2787  0.00
C: -4.0607 -8.0067 -21.3438  0.00
O: -3.2948 -8.0706 -20.1472  0.00
C: -3.8725 -7.3103 -19.0777  0.00
C: -3.1491 -7.9111 -17.9188  0.00
O: -1.6812 -7.9489 -18.1807  0.00
C: -0.8612 -8.3012 -17.0986  0.00
H: -0.2578 -9.6329 -23.0508  0.00
H: -1.6602 -9.8946 -24.2299  0.00
H: -1.4833 -10.8375 -22.7907  0.00
H: -3.8189 -10.0184 -21.9639  0.00
H: -3.7712 -8.9215 -23.3149  0.00
H: -5.0362 -8.4903 -21.2921  0.00
H: -4.1894 -7.0030 -21.7489  0.00
H: -4.9323 -7.5241 -18.9392  0.00
H: -3.6500 -6.2609 -19.2712  0.00
H: -3.4285 -8.9346 -17.6687  0.00
H: -3.4716 -7.3776 -17.0246  0.00
H: -0.7429 -7.5187 -16.3492  0.00
H: 0.1187 -8.5245 -17.5207  0.00
H: -1.0983 -9.2435 -16.6047  0.00
C: 5.2143 -5.5252 -21.6272  0.00
O: 4.6268 -6.4184 -20.6291  0.00
C: 5.5867 -6.7768 -19.5356  0.00
C: 6.1072 -5.6064 -18.6880  0.00
O: 4.9457 -4.8576 -18.4707  0.00
C: 5.0907 -3.8636 -17.4092  0.00
C: 5.7822 -2.5946 -17.8670  0.00
O: 7.0504 -2.4528 -17.1145  0.00
C: 7.8012 -1.3662 -17.5022  0.00
H: 5.4644 -4.5741 -21.1572  0.00
H: 4.4290 -5.2056 -22.3122  0.00
H: 6.0603 -6.0307 -22.0928  0.00
H: 6.3524 -7.2552 -20.1462  0.00
H: 5.0934 -7.5497 -18.9462  0.00
H: 6.7807 -4.8849 -19.1505  0.00
H: 6.5645 -6.1369 -17.8528  0.00
H: 5.4076 -4.2272 -16.4318  0.00
H: 4.1221 -3.4439 -17.1376  0.00
H: 5.1718 -1.6916 -17.8712  0.00
H: 5.9919 -2.6175 -18.9364  0.00
H: 8.2154 -1.5533 -18.4930  0.00
H: 8.6912 -1.2486 -16.8840  0.00
H: 7.3691 -0.3801 -17.3321  0.00
C: -4.5852 -13.3968 -29.3602  0.00
O: -4.0003 -14.5120 -28.6529  0.00
C: -3.7304 -15.6546 -29.4194  0.00
C: -2.9461 -16.6506 -28.5374  0.00
O: -1.6088 -16.2621 -28.3736  0.00
C: -0.9642 -16.8435 -27.1841  0.00
C: -0.8772 -18.3484 -27.1117  0.00
O: -2.0428 -19.1316 -26.9396  0.00
C: -2.5949 -19.0586 -25.6948  0.00
H: -4.9923 -13.6058 -30.3495  0.00
H: -3.9825 -12.4896 -29.3163  0.00
H: -5.4857 -13.0849 -28.8311  0.00
H: -3.1483 -15.4011 -30.3054  0.00
H: -4.7277 -15.9827 -29.7125  0.00
H: -3.0397 -17.5864 -29.0882  0.00
H: -3.4597 -16.8270 -27.5923  0.00
H: -1.3479 -16.3337 -26.3004  0.00
H: 0.0591 -16.4789 -27.0947  0.00
H: -0.1269 -18.5258 -26.3411  0.00
H: -0.4493 -18.5942 -28.0836  0.00
H: -3.6034 -19.4709 -25.6629  0.00
H: -2.6879 -18.0692 -25.2471  0.00
H: -1.9802 -19.6904 -25.0537  0.00
C: 10.9637 -11.8166 -19.6029  0.00
O: 10.6919 -11.4543 -18.2780  0.00
C: 11.6216 -11.8246 -17.3481  0.00
C: 10.8342 -11.8896 -16.0081  0.00
O: 10.2855 -13.2043 -15.8066  0.00
C: 8.8741 -13.2924 -15.8486  0.00
C: 8.6134 -14.8662 -15.9438  0.00
O: 8.0563 -15.3380 -14.7306  0.00
C: 8.9786 -15.9422 -13.9277  0.00
H: 10.9649 -12.8961 -19.7542  0.00
H: 11.8487 -11.3212 -20.0022  0.00
H: 10.1212 -11.4422 -20.1843  0.00
H: 12.3536 -11.0335 -17.5106  0.00
H: 12.1647 -12.7144 -17.6666  0.00
H: 10.0632 -11.1245 -15.9164  0.00
H: 11.5427 -11.7226 -15.1968  0.00
H: 8.4753 -12.8204 -16.7465  0.00
H: 8.4189 -12.8938 -14.9420  0.00
H: 9.4740 -15.4535 -16.2641  0.00
H: 8.0216 -15.0213 -16.8459  0.00
H: 9.6775 -16.6298 -14.4040  0.00
H: 8.4285 -16.4756 -13.1525  0.00
H: 9.6117 -15.2238 -13.4070  0.00
C: -4.9101 -18.7562 -14.2399  0.00
O: -5.5301 -19.8100 -14.9257  0.00
C: -4.8067 -21.0842 -14.9802  0.00
C: -3.4287 -21.0135 -15.8076  0.00
O: -2.8269 -22.3077 -15.9157  0.01
C: -1.4807 -22.3804 -16.3975  0.00
C: -0.4620 -22.1216 -15.2809  0.07
O: -0.2359 -23.1030 -14.2704  0.73
C: 0.7595 -22.7964 -13.2929  0.02
H: -4.1130 -18.4030 -14.8940  0.00
H: -4.4031 -18.9266 -13.2902  0.00
H: -5.6785 -17.9888 -14.1461  0.00
H: -5.4281 -21.8795 -15.3918  0.00
H: -4.6051 -21.4985 -13.9923  0.00
H: -2.7385 -20.3083 -15.3444  0.00
H: -3.6516 -20.5400 -16.7637  0.00
H: -1.3802 -21.6799 -17.2266  0.00
H: -1.2911 -23.4094 -16.7030  0.00
H: -0.5949 -21.2080 -14.7016  0.02
H: 0.5536 -22.1773 -15.6729  0.05
H: 1.6375 -22.4502 -13.8383  0.04
H: 1.1704 -23.6750 -12.7956  0.00
H: 0.3780 -21.9506 -12.7211  0.03
C: -9.1784 -14.3056 -20.7220  0.00
C: -9.2157 -15.0701 -22.1403  0.00
O: -9.9706 -16.2718 -21.9733  0.00
C: -11.2983 -16.1489 -21.8913  0.00
O: -11.9948 -15.1623 -22.3417  0.00
C: -12.0985 -17.4249 -21.5229  0.00
F: -12.6532 -17.2185 -20.3595  0.00
F: -13.0068 -17.7838 -22.4505  0.00
F: -11.2180 -18.4576 -21.4236  0.00
H: -10.0967 -13.7864 -20.4476  0.00
H: -8.3420 -13.6072 -20.7492  0.00
H: -9.0161 -14.9868 -19.8868  0.00
H: -8.1832 -15.3166 -22.3876  0.00
H: -9.6950 -14.3912 -22.8457  0.00
C: 6.8222 -14.7730 -24.8018  0.00
C: 6.1585 -13.5995 -25.5650  0.00
O: 6.1203 -13.9632 -26.9951  0.00
C: 5.6778 -12.9893 -27.8591  0.00
O: 5.2123 -11.9315 -27.5246  0.00
C: 5.7267 -13.4078 -29.3207  0.00
F: 6.4976 -14.4132 -29.5336  0.00
F: 4.5135 -13.8307 -29.6328  0.00
F: 5.9846 -12.3815 -30.0872  0.00
H: 6.9459 -14.4631 -23.7641  0.00
H: 7.7267 -15.0466 -25.3450  0.00
H: 6.2632 -15.7072 -24.8563  0.00
H: 6.5938 -12.6189 -25.3724  0.00
H: 5.0995 -13.5513 -25.3117  0.00

# 2
Entry from OMol25: 5 unconnected molecules or ions with the total composition C40H84F4N6 (ωB97M-V/def2-TZVPD).

## Properties
LUMO (eV): 0.155
Charge: 0
SMILES: CCCCCCCCCC[C@H](C#N)[C@H](C#N)C(F)(F)C(F)F.CCN(CC)CC.CCN(CC)CC.CCN(CC)CC.CCN(CC)CC
E_HOMO (eV): -7.79

Each line ends with the Löwdin charge.
CARTESIAN COORDINATES (ANGSTROEM)
C: 1.4559 2.3466 1.3564  -0.09
C: 1.9482 2.0009 -0.0556  -0.25
C: 2.5732 3.1601 -0.8280  -0.21
C: 1.5831 4.3290 -1.0213  -0.20
C: 1.8543 5.5526 -0.1332  -0.20
C: 0.5963 6.1823 0.4809  -0.21
C: -0.1864 7.0353 -0.5227  -0.22
C: -1.6495 7.2784 -0.1617  -0.17
C: -2.6600 6.1064 -0.3219  -0.17
C: -2.0981 4.8133 -0.8855  -0.15
C: -3.1261 3.7499 -1.3463  -0.22
C: -4.1865 4.3451 -2.1612  -0.19
N: -5.0374 4.8167 -2.7748  0.21
C: -3.6865 2.8010 -0.2535  -0.14
C: -4.3723 1.6626 -0.8720  -0.17
N: -4.9291 0.7504 -1.2948  0.21
C: -4.5684 3.4281 0.8523  -0.40
F: -5.5453 2.5369 1.2202  0.10
F: -5.1912 4.5405 0.4109  0.14
C: -3.8008 3.7230 2.1796  -0.26
F: -4.2273 4.8972 2.7114  0.09
F: -2.4571 3.8125 1.9678  0.07
H: 0.5391 1.7978 1.5737  0.06
H: 2.1815 2.0725 2.1204  0.07
H: 1.2250 3.4013 1.4952  0.05
H: 1.1005 1.6212 -0.6284  0.10
H: 2.6539 1.1754 0.0312  0.09
H: 2.8934 2.7736 -1.7946  0.10
H: 3.4624 3.5105 -0.3027  0.11
H: 1.5958 4.6093 -2.0744  0.11
H: 0.5879 3.9343 -0.8222  0.08
H: 2.3530 6.3291 -0.7129  0.11
H: 2.5179 5.2470 0.6745  0.10
H: -0.0353 5.4145 0.9285  0.09
H: 0.9270 6.8174 1.3044  0.11
H: -0.0833 6.6246 -1.5281  0.10
H: 0.3010 8.0109 -0.5627  0.11
H: -1.6842 7.6348 0.8672  0.11
H: -2.0077 8.1043 -0.7754  0.11
H: -3.0753 5.9066 0.6623  0.09
H: -3.4931 6.4491 -0.9303  0.11
H: -1.4494 4.3167 -0.1700  0.09
H: -1.4853 5.0157 -1.7621  0.12
H: -2.5726 3.0881 -2.0162  0.16
H: -2.8137 2.3692 0.2389  0.16
H: -4.0119 2.9308 2.8973  0.17
C: 2.6267 -1.9408 1.7115  -0.08
C: 1.2828 -2.3015 1.0976  -0.27
N: 1.3160 -2.3489 -0.3513  -0.20
C: -0.0001 -2.3698 -0.9637  -0.25
C: -0.9049 -3.5781 -0.6957  -0.08
C: 2.3057 -3.2438 -0.9246  -0.24
C: 2.2612 -4.7199 -0.5113  -0.09
H: 3.0154 -1.0232 1.2672  0.07
H: 2.5104 -1.7739 2.7838  0.06
H: 3.3710 -2.7278 1.5832  0.07
H: 0.5591 -1.5305 1.3794  0.10
H: 0.9230 -3.2397 1.5505  0.10
H: 0.1266 -2.2516 -2.0431  0.11
H: -0.5255 -1.4690 -0.6282  0.10
H: -0.5662 -4.4683 -1.2242  0.06
H: -1.9169 -3.3617 -1.0435  0.07
H: -0.9679 -3.8122 0.3675  0.07
H: 3.2963 -2.8519 -0.6787  0.10
H: 2.2340 -3.1695 -2.0123  0.11
H: 2.1712 -4.8405 0.5693  0.06
H: 3.1883 -5.2115 -0.8158  0.07
H: 1.4410 -5.2587 -0.9836  0.06
C: 0.1408 -0.4272 4.5960  -0.08
C: 1.2945 -0.4804 5.5873  -0.27
N: 2.2463 0.5973 5.4005  -0.20
C: 3.5061 0.3928 6.0928  -0.25
C: 3.4894 0.3464 7.6252  -0.08
C: 1.6948 1.9397 5.4552  -0.25
C: 0.9527 2.3726 6.7261  -0.08
H: 0.5159 -0.3663 3.5725  0.05
H: -0.4662 -1.3291 4.6854  0.08
H: -0.5145 0.4267 4.7738  0.07
H: 1.8337 -1.4198 5.4367  0.11
H: 0.8861 -0.5207 6.6097  0.10
H: 4.2013 1.1708 5.7667  0.11
H: 3.9258 -0.5497 5.7263  0.11
H: 3.3248 1.3299 8.0633  0.05
H: 4.4534 -0.0125 7.9907  0.07
H: 2.7240 -0.3315 8.0043  0.07
H: 1.0142 2.0545 4.6067  0.09
H: 2.5077 2.6434 5.2595  0.11
H: 0.2357 1.6199 7.0569  0.07
H: 0.3935 3.2892 6.5274  0.07
H: 1.6315 2.5814 7.5514  0.05
C: -7.1758 4.3400 -6.7305  -0.09
C: -6.8778 2.9405 -7.2484  -0.28
N: -5.4719 2.5958 -7.1624  -0.20
C: -5.1129 1.4135 -7.9221  -0.25
C: -5.7244 0.0705 -7.5038  -0.09
C: -4.8859 2.7113 -5.8371  -0.25
C: -5.5222 1.9115 -4.6951  -0.08
H: -6.5349 5.0753 -7.2186  0.08
H: -8.2146 4.5980 -6.9410  0.07
H: -7.0306 4.4200 -5.6526  0.06
H: -7.1613 2.8930 -8.3037  0.12
H: -7.5266 2.2216 -6.7224  0.10
H: -4.0230 1.3256 -7.9161  0.11
H: -5.3876 1.6040 -8.9649  0.11
H: -5.2940 -0.3042 -6.5762  0.05
H: -5.5305 -0.6770 -8.2762  0.07
H: -6.8054 0.1374 -7.3780  0.07
H: -4.8965 3.7671 -5.5552  0.09
H: -3.8270 2.4487 -5.9168  0.11
H: -6.6076 2.0176 -4.6745  0.07
H: -5.1495 2.2797 -3.7417  0.02
H: -5.2849 0.8495 -4.7452  0.06
C: 6.7287 -10.4482 1.6160  -0.09
C: 5.4129 -9.6958 1.7472  -0.28
N: 5.4525 -8.3770 1.1452  -0.20
C: 4.3384 -7.5287 1.5259  -0.25
C: 2.9275 -7.9528 1.1016  -0.09
C: 5.8357 -8.3374 -0.2553  -0.25
C: 5.0078 -9.1593 -1.2517  -0.08
H: 7.5570 -9.8440 1.9878  0.08
H: 6.6876 -11.3685 2.1998  0.07
H: 6.9421 -10.7269 0.5834  0.06
H: 5.1969 -9.5611 2.8104  0.12
H: 4.6019 -10.3247 1.3457  0.10
H: 4.5356 -6.5215 1.1482  0.10
H: 4.3559 -7.4413 2.6172  0.11
H: 2.7635 -7.8141 0.0336  0.05
H: 2.1898 -7.3378 1.6216  0.07
H: 2.7177 -8.9930 1.3527  0.07
H: 6.8769 -8.6618 -0.3289  0.10
H: 5.8417 -7.2904 -0.5683  0.11
H: 4.8400 -10.1779 -0.8994  0.07
H: 5.5421 -9.2279 -2.2014  0.07
H: 4.0388 -8.7072 -1.4578  0.05

| no. | strongest force on any atom (eV Å⁻¹) | E (a.u.) |
| --- | --- | --- |
| 1 | 6.35 | -8132.002012 |
| 2 | 0.58 | -2302.395999 |